# 1
This record from the Open Molecules 2025 dataset describes C31H35Cl2FN4O6PS2V as an isolated structure. The level of theory is wB97M-V/def2-TZVPD.

XYZ file:
```
83
Properties=species:S:1:pos:R:3:forces:R:3
V 1.029 -0.346 0.335 1.1 0.8 -0.8
Cl -0.398 -1.882 -0.778 -1.1 -0.8 0.2
Cl 4.011 -1.605 -3.784 0.3 0.0 -0.2
S 2.646 -1.174 -1.061 0.1 0.2 0.2
S -2.616 1.017 -1.598 -0.7 1.0 -1.1
P 2.213 -2.024 2.475 2.2 -1.4 2.6
F 0.724 0.870 -0.692 -1.2 3.5 -2.8
O 1.140 -1.585 1.494 -0.8 -2.8 2.8
O -1.360 0.403 -2.056 0.4 -0.3 -0.4
O -1.980 -0.800 1.385 0.0 0.1 0.0
O 2.860 2.338 2.637 -0.2 -0.2 -0.3
O -3.725 0.598 1.469 -0.3 0.3 0.2
O 2.289 0.652 1.316 0.7 -0.9 -0.6
N 2.187 -1.053 3.799 0.0 -0.3 -1.0
N 3.763 -2.127 1.905 -1.4 0.1 0.3
N -0.254 1.247 1.664 0.2 -0.5 -0.5
N 1.724 -3.538 2.950 0.0 0.7 -0.8
C 0.377 -2.158 -2.277 0.9 -0.1 -1.2
C 4.652 -0.998 1.690 0.2 0.4 0.1
C 0.787 -4.329 2.178 -0.3 0.0 -0.2
C 2.358 -2.033 -3.629 -0.6 0.0 0.3
C 1.722 -1.805 -2.400 -0.1 -0.1 0.0
C 0.237 3.567 1.893 -0.1 -0.2 0.0
C 0.618 2.228 1.823 0.3 0.2 0.3
C 2.527 -4.280 3.898 0.1 0.1 0.2
C -1.157 3.307 -2.163 0.1 -0.3 0.0
C -3.151 1.078 -4.309 0.2 -0.1 0.0
C -3.146 5.031 -1.268 -0.1 0.0 0.0
C -5.346 1.297 -5.246 -0.1 0.0 0.0
C -3.344 3.663 -1.209 0.0 0.0 0.0
C 2.060 1.739 1.950 -0.4 1.7 0.9
C -2.026 2.827 1.622 0.0 -0.4 0.1
C -0.970 4.678 -2.228 0.0 0.1 0.0
C -2.424 0.320 1.458 -0.1 -0.6 0.1
C 3.299 -0.595 4.605 0.2 0.1 0.1
C -3.712 1.072 -3.048 -0.1 -0.2 0.4
C -1.961 5.536 -1.781 0.1 0.1 0.0
C -1.551 1.522 1.579 -0.2 0.5 0.2
C 4.115 -3.293 1.105 0.3 -0.4 0.0
C 0.327 -2.927 -4.538 0.1 0.0 0.1
C -5.080 1.145 -2.868 0.1 -0.1 0.1
C -5.900 1.259 -3.977 -0.1 0.1 0.0
C 1.664 -2.589 -4.691 0.0 0.1 0.1
C -0.321 -2.723 -3.330 0.0 0.2 0.1
C -1.110 3.862 1.755 0.2 -0.1 0.0
C 0.869 -0.650 4.255 -0.3 0.0 0.1
C -3.975 1.190 -5.416 0.1 0.1 0.0
C -2.349 2.816 -1.665 0.0 -0.2 0.3
H 2.171 -2.743 -5.634 0.0 0.0 0.0
H 5.027 -3.743 1.504 0.0 0.0 0.0
H -1.811 6.602 -1.839 0.0 0.1 0.0
H 3.251 -4.941 3.412 0.0 0.0 -0.1
H 1.279 -5.097 1.570 0.0 0.0 0.0
H -6.969 1.335 -3.855 -0.1 0.0 0.0
H 0.113 -1.050 3.576 -0.1 0.2 0.2
H 4.305 -0.131 2.244 0.2 0.0 0.0
H -3.914 5.709 -0.930 -0.1 0.0 0.0
H 0.783 0.441 4.286 0.0 -0.1 0.0
H -0.395 2.615 -2.497 0.0 0.0 0.0
H 0.092 -4.826 2.858 0.0 0.0 0.0
H -0.055 5.077 -2.638 0.1 0.0 0.0
H -4.268 3.254 -0.828 -0.2 0.0 0.1
H 0.984 4.334 2.028 0.1 0.0 0.0
H 0.682 -1.041 5.259 0.0 0.0 0.0
H 3.453 0.482 4.486 0.0 -0.1 0.0
H 3.083 -0.794 5.658 0.0 -0.1 0.0
H 5.655 -1.279 2.022 0.0 0.0 0.0
H -5.988 1.405 -6.108 -0.1 0.0 -0.1
H -1.359 -2.982 -3.205 -0.2 0.0 0.0
H -1.452 4.885 1.743 0.0 0.1 0.1
H 3.066 -3.578 4.528 0.1 0.0 0.2
H -4.260 -0.212 1.427 0.4 0.0 0.0
H 4.299 -3.015 0.065 -0.1 0.0 0.1
H 3.312 -4.028 1.127 0.1 0.0 0.0
H -3.544 1.217 -6.406 0.0 0.0 -0.1
H -3.085 3.012 1.559 -0.1 0.0 0.0
H 4.688 -0.727 0.631 0.0 0.0 0.1
H 4.204 -1.126 4.325 0.1 0.0 0.1
H -0.207 -3.354 -5.370 -0.1 -0.1 -0.1
H -2.079 0.992 -4.401 0.1 0.0 -0.1
H 1.872 -4.884 4.528 0.0 0.0 0.0
H 0.215 -3.670 1.523 0.0 -0.2 0.0
H -5.489 1.111 -1.872 -0.2 0.0 0.2
```
Forces are in eV/Å.

Calculated values
Net charge: +1
Highest occupied orbital energy (alpha / beta), eV: -10.65 / -10.68
Multiplicity: 2
Lowest unoccupied orbital energy (alpha / beta), eV: -3.525 / -3.233
Electronic energy, hartree: -4974.69644
HOMO-LUMO gap (alpha / beta), eV: 7.13 / 7.45


# 2
This record from the Open Molecules 2025 dataset describes C31H35ClN2PbSi2 as an isolated structure. The level of theory is wB97M-V/def2-TZVPD.

XYZ file:
```
72
Properties=species:S:1:pos:R:3:forces:R:3
Pb -0.514 -0.947 -0.365 1.6 1.5 0.1
Cl -4.088 -3.260 -3.330 1.7 0.5 -0.6
Si -1.914 -2.528 -3.928 2.4 3.4 4.5
Si -2.950 -3.793 -5.519 -4.0 -4.3 -4.3
N -2.162 0.383 0.933 -0.9 0.7 0.2
N -0.306 -1.311 2.177 -0.2 0.1 0.7
C 2.143 0.335 -0.360 -0.2 -0.3 -0.4
C -3.682 -1.394 -6.858 0.7 -0.1 0.1
C -0.226 -0.913 -5.558 -0.4 0.0 -0.4
C -0.303 -7.431 -6.793 -0.2 0.3 0.4
C -3.053 -2.645 -7.008 -0.5 1.5 -0.5
C -1.998 -5.347 -6.023 0.6 0.8 0.0
C -2.606 -3.015 -8.298 0.6 -0.5 0.6
C -0.643 -4.916 -3.109 0.2 0.0 -0.6
C -0.649 -5.099 -6.318 0.3 -0.2 0.6
C -2.536 -6.627 -6.268 0.0 0.2 0.7
C -1.673 -1.175 2.811 1.0 -0.3 0.1
C 1.725 -5.356 -2.933 0.0 0.2 0.1
C 0.196 0.277 -6.171 0.5 0.0 0.1
C 0.435 1.825 0.034 0.4 -0.2 0.3
C -1.470 1.523 -4.965 0.5 -0.1 -0.1
C -3.041 -0.780 -9.116 0.2 -0.2 0.4
C 0.920 -3.074 -3.205 -0.6 0.4 -0.4
C -3.605 -0.448 -7.880 -0.3 0.0 0.0
C 1.536 0.647 -1.609 -0.2 0.0 0.1
C -1.897 0.344 -4.364 -0.6 -0.7 0.1
C -1.345 -0.907 -4.726 -0.1 0.8 -0.2
C -2.271 0.163 2.425 -0.4 0.3 -0.4
C 1.474 1.069 0.652 -0.6 0.4 0.0
C -1.679 -7.663 -6.642 0.0 0.1 -0.1
C -2.568 -2.076 -9.330 -0.3 0.3 0.1
C 1.965 -3.972 -2.994 -0.1 -0.5 0.2
C 0.420 -5.821 -2.980 -0.5 0.0 0.4
C 0.470 1.566 -1.363 0.0 -0.5 -0.1
C -0.406 -3.559 -3.395 0.4 -1.9 0.5
C -0.416 1.497 -5.895 -0.4 -0.3 0.4
C 0.210 -6.147 -6.621 0.1 0.3 -0.3
H -4.193 -1.164 -5.919 0.3 0.2 -0.2
H -0.271 -4.075 -6.246 0.1 -0.4 0.1
H 1.912 0.369 -2.597 -0.2 0.0 0.4
H 0.317 -1.844 -5.703 -0.1 0.2 -0.4
H 2.539 -6.073 -2.775 -0.2 0.4 -0.2
H 0.202 -6.890 -2.894 0.1 0.4 0.1
H -1.600 -1.276 3.914 -0.2 0.1 -0.6
H -3.614 -6.763 -6.150 0.4 -0.3 0.1
H 2.987 -3.618 -2.852 -0.3 0.1 -0.1
H -1.916 2.479 -4.719 -0.1 -0.1 0.2
H -4.348 -4.364 -5.523 0.6 0.1 -0.1
H -1.674 -5.283 -3.036 0.4 0.0 -0.3
H -2.968 -0.031 -9.903 0.0 -0.2 0.2
H -3.344 0.194 2.713 0.8 0.1 0.1
H -2.272 -4.041 -8.488 0.1 0.5 0.1
H -2.143 -2.337 -10.299 -0.2 -0.1 0.3
H -3.973 0.564 -7.696 -0.1 -0.4 -0.2
H -3.074 0.219 0.492 0.2 -0.1 0.3
H 0.374 -8.249 -7.023 -0.2 0.1 0.0
H 0.137 -2.193 2.453 -0.3 0.2 -0.1
H -1.911 -1.903 -2.536 -0.5 -0.1 -0.2
H 1.277 -5.938 -6.698 -0.2 -0.2 -0.2
H 0.332 -0.577 2.533 -0.5 -0.4 -0.3
H 1.814 1.189 1.686 -0.2 -0.2 -0.4
H -1.986 1.387 0.737 0.1 -0.9 0.2
H -2.300 -1.987 2.437 0.1 -0.1 0.0
H -0.061 2.435 -6.339 -0.2 -0.5 0.1
H 1.143 -1.999 -3.208 -0.1 -0.4 -0.3
H -2.677 0.333 -3.586 0.2 0.3 -0.6
H -1.729 0.975 2.926 -0.2 -0.2 -0.1
H -0.154 2.605 0.525 0.2 -0.4 -0.2
H 1.055 0.255 -6.844 -0.2 -0.1 0.2
H 3.054 -0.243 -0.222 -0.3 0.1 0.0
H -2.057 -8.675 -6.791 -0.1 0.4 -0.1
H -0.096 2.092 -2.132 0.1 -0.2 0.3
```
Forces are in eV/Å.

Calculated values
Net charge: +2
Highest occupied orbital energy (alpha / beta), eV: -12.93 / -12.93
Lowest unoccupied orbital energy (alpha / beta), eV: -9.460 / -9.444
Electronic energy, hartree: -2543.13150
HOMO-LUMO gap (alpha / beta), eV: 3.47 / 3.49


# 3
This record from the Open Molecules 2025 dataset describes C31H35CrN3O3SSi as an isolated structure. The level of theory is wB97M-V/def2-TZVPD.

XYZ file:
```
75
Properties=species:S:1:pos:R:3:forces:R:3
Cr 0.809 -0.514 1.264 0.0 -0.1 0.0
S -2.637 -0.347 -0.719 0.0 0.1 0.0
Si 0.683 3.195 -2.566 0.0 0.0 0.0
O 0.038 -2.220 0.647 -0.1 0.1 0.2
O 1.890 1.058 1.560 -0.1 0.2 0.0
O -3.619 0.786 -0.668 0.1 -0.1 0.0
N 1.232 -0.481 -0.604 0.1 0.0 0.0
N -0.790 0.487 2.161 0.0 0.0 0.1
N 0.740 -1.495 -1.390 0.2 0.1 -0.2
C 3.748 2.085 -1.404 0.0 0.0 0.0
C -1.422 -5.960 -2.354 0.0 0.0 0.0
C -3.245 -1.587 0.423 0.0 0.0 0.0
C -1.046 3.543 -3.231 0.0 0.0 0.0
C 2.761 1.447 -0.660 0.0 0.1 0.0
C 4.515 3.301 0.496 0.0 0.0 0.0
C 0.993 4.361 -1.133 0.0 0.0 0.0
C -1.125 0.103 3.409 0.0 0.0 0.0
C -2.821 1.802 3.469 0.0 0.0 0.0
C -0.301 -0.984 3.968 0.0 0.0 0.0
C -0.602 -1.579 5.195 0.0 0.0 0.0
C 4.627 3.009 -0.859 0.0 0.0 0.0
C 1.334 -2.967 4.958 0.0 0.0 0.0
C 0.219 -2.574 5.693 0.0 0.0 0.0
C -2.999 -1.243 -2.227 0.0 0.0 0.0
C 0.804 -1.367 3.193 0.1 0.0 -0.1
C -0.365 -3.616 -1.250 0.0 -0.1 0.0
C -2.437 2.206 2.200 0.0 0.0 0.0
C 0.604 1.401 -2.026 -0.1 0.0 0.0
C 1.774 0.588 -1.419 0.0 0.0 0.0
C 2.701 1.680 0.734 0.0 0.0 0.0
C 0.164 -2.375 -0.647 -0.2 -0.2 0.0
C -2.157 0.755 4.080 0.0 0.0 0.0
C -0.953 -4.583 -0.435 0.0 0.0 0.0
C 3.577 2.647 1.271 0.0 -0.1 0.0
C -1.479 -5.745 -0.985 0.0 0.0 0.0
C -0.828 -5.002 -3.172 0.0 0.0 0.0
C 1.608 -2.375 3.733 0.0 0.0 0.0
C -0.303 -3.845 -2.628 0.0 0.0 0.0
C 1.893 3.572 -3.957 0.0 0.0 0.0
C -1.408 1.519 1.590 0.0 0.0 0.0
H -1.474 -1.279 5.765 0.0 0.0 0.0
H -2.425 0.446 5.080 0.0 0.0 0.0
H 2.476 -2.719 3.177 0.0 0.0 0.0
H -2.930 3.013 1.680 0.0 0.0 0.0
H -1.172 4.599 -3.484 0.0 0.0 0.0
H -2.421 -2.166 -2.251 0.0 0.0 0.0
H -1.832 -6.866 -2.783 0.0 0.0 0.0
H 2.324 0.132 -2.251 0.0 0.0 0.0
H -3.125 -1.173 1.424 0.0 0.0 0.0
H 2.913 3.683 -3.589 0.0 0.0 0.0
H 1.887 2.785 -4.715 0.0 0.0 0.0
H -0.977 -4.407 0.632 0.0 0.0 0.0
H -1.809 3.276 -2.496 0.0 0.0 0.0
H -0.775 -5.164 -4.242 0.0 0.0 0.0
H -4.300 -1.764 0.207 0.0 0.0 0.0
H 0.961 5.399 -1.478 0.0 0.0 0.0
H 5.175 4.029 0.955 0.0 0.0 0.0
H 1.963 4.183 -0.665 0.0 0.0 0.0
H -1.243 2.958 -4.134 0.0 0.0 0.0
H -4.072 -1.437 -2.264 0.0 0.0 0.0
H 3.818 1.845 -2.461 0.0 0.0 0.0
H 1.608 4.508 -4.445 0.0 0.0 0.0
H 0.223 4.244 -0.365 0.0 0.0 0.0
H 0.164 -3.094 -3.252 0.0 0.0 0.0
H -0.006 -3.043 6.643 0.0 0.0 0.0
H 0.182 0.814 -2.851 0.0 0.0 0.0
H -0.198 1.408 -1.275 0.0 0.0 0.0
H 5.379 3.487 -1.474 0.0 0.0 0.0
H -3.629 2.307 3.984 0.0 0.0 0.0
H -1.065 1.787 0.600 0.0 0.0 0.0
H -1.930 -6.488 -0.338 0.0 0.0 0.0
H 1.983 -3.745 5.344 0.0 0.0 0.0
H 3.496 2.841 2.334 0.0 0.0 0.0
H -2.645 -2.490 0.335 0.0 0.0 0.0
H -2.702 -0.599 -3.053 0.0 0.0 0.0
```
Forces are in eV/Å.

Calculated values
Net charge: -1
Highest occupied orbital energy (alpha / beta), eV: -3.83 / -4.06
Multiplicity: 4
Lowest unoccupied orbital energy (alpha / beta), eV: 2.629 / 2.629
Electronic energy, hartree: -3324.56763
HOMO-LUMO gap (alpha / beta), eV: 6.46 / 6.69